ORCA calculation (the ωB97M-V functional and the def2-TZVPD basis) on a molecular structure, C5H13N2O at a distorted geometry.

Geometry as XYZ:
```
21
Properties=species:S:1:pos:R:3:lowdin_charge:R:1
N -1.82274 -0.60689 0.64342 0.105
C -0.49700 -0.20442 0.45001 -0.305
C -0.17750 0.77943 -0.53454 -0.056
C -1.16665 1.47552 -1.45090 -0.462
O -2.30975 0.74991 -1.57485 -0.343
C 0.68847 -0.38593 1.40543 -0.325
N 1.69846 -1.13942 0.69860 -0.240
C 3.01235 -0.71595 1.02423 -0.351
H -2.10424 -0.28958 1.56108 0.087
H -2.38712 0.02179 0.04074 0.055
H -0.27565 -0.44768 -0.79324 0.189
H 0.85103 1.10001 -0.66382 0.123
H 1.27835 -0.73062 -2.67665 0.013
H -1.34624 2.49620 -1.02822 0.100
H -0.67903 1.66828 -2.42429 0.084
H 0.32429 -1.00257 2.25637 0.089
H 1.06662 0.60958 1.67838 0.097
H 1.85869 -1.07926 -2.42693 0.026
H 3.65786 -1.55714 0.74370 0.036
H 3.38710 0.20338 0.45955 0.037
H 3.19802 -0.45710 2.09901 0.039
```

HOMO-LUMO gap (eV): 6.0
E_LUMO (eV): 3.888
Relative energy (zero: lowest compared OMol25 entry of this formula, charge and spin) (kcal per mole): 136.8
Largest force on an atom (Eh/bohr): 0.0740
HOMO energy (eV): -2.1
Charge: -1

---

ORCA calculation (the ωB97M-V functional and the def2-TZVPD basis) on C30H36O10 in the gas phase at a distorted geometry.

Geometry as XYZ:
```
76
Properties=species:S:1:pos:R:3:lowdin_charge:R:1
C 2.76142 4.37693 -1.41631 -0.079
C 3.25392 2.98177 -1.55475 -0.074
C 2.55124 1.86147 -1.75661 -0.184
C 1.07501 1.83735 -1.87429 -0.427
O 0.33835 2.79825 -1.88325 0.110
O 0.61899 0.58244 -2.00037 0.027
C -0.78357 0.43111 -2.21599 -0.190
C -1.63736 0.69754 -0.99578 -0.095
C -1.26166 0.33016 0.28856 -0.025
C -2.11025 0.53665 1.39902 -0.154
C -3.31889 1.15745 1.15523 -0.109
C -3.66323 1.57114 -0.12921 -0.178
C -2.85629 1.34909 -1.21297 0.061
H -3.15249 1.68541 -2.19114 0.131
O -4.89708 2.16910 -0.10385 0.042
C -5.30073 2.17072 1.24504 -0.160
O -4.35299 1.47364 2.02136 0.011
H -6.28146 1.67904 1.33816 0.140
H -5.38231 3.21088 1.60579 0.141
O -1.70015 0.02800 2.58839 -0.055
C -2.17775 0.64744 3.76299 -0.045
H -1.72282 0.10013 4.58668 0.099
H -3.26670 0.59677 3.83915 0.087
H -1.86051 1.69291 3.79944 0.104
C 0.07255 -0.22321 0.59133 -0.033
C 0.48846 -1.46356 0.13701 -0.093
C 1.75985 -1.92008 0.45540 0.038
C 2.63110 -1.16467 1.22610 -0.195
C 2.20269 0.07525 1.73343 -0.118
C 0.92307 0.53620 1.40494 -0.126
O 0.43841 1.70668 1.93218 -0.064
C 1.08979 2.90538 1.55334 -0.038
H 0.72311 3.67044 2.23639 0.098
H 0.82225 3.17639 0.52796 0.080
H 2.17363 2.82214 1.64237 0.088
O 2.96623 0.89762 2.52181 -0.076
C 3.79772 0.31752 3.50532 -0.062
H 4.00676 1.11762 4.21583 0.094
H 4.73403 -0.04761 3.07810 0.086
H 3.29153 -0.50205 4.02054 0.104
O 3.90829 -1.56016 1.52545 -0.100
C 4.32723 -2.84203 1.12585 -0.075
H 4.35425 -2.93532 0.03528 0.096
H 5.33685 -2.95289 1.51929 0.096
H 3.68741 -3.62441 1.54492 0.101
H 2.06448 -2.88683 0.08818 0.119
C -0.40201 -2.35017 -0.70143 -0.194
H -0.09714 -3.38759 -0.49748 0.149
O -1.77247 -2.24152 -0.31679 0.023
C -2.14893 -2.93646 0.75991 -0.513
O -1.43467 -3.69859 1.35602 0.123
C -3.58338 -2.64220 1.11201 0.046
H -4.06737 -3.54615 1.47096 0.090
H -4.11002 -2.23195 0.25612 0.085
H -3.58476 -1.90863 1.91546 0.085
C -0.21542 -2.10805 -2.21520 -0.244
C -0.47292 -3.41799 -2.96615 -0.049
H 0.27212 -4.16069 -2.68906 0.082
H -1.45401 -3.81518 -2.72072 0.084
H -0.41445 -3.26452 -4.04112 0.084
H 0.84304 -1.85211 -2.33293 0.143
C -1.00749 -0.95588 -2.86755 -0.237
C -2.50133 -1.22533 -3.03063 -0.037
H -2.97354 -0.38396 -3.53168 0.084
H -2.66224 -2.10946 -3.63992 0.077
H -2.97569 -1.36691 -2.06663 0.075
H -0.57791 -0.86937 -3.87470 0.149
H -1.07446 1.18835 -2.95996 0.157
C 3.23608 0.53378 -1.90000 -0.026
H 4.31048 0.64414 -1.77750 0.084
H 2.85981 -0.16333 -1.15498 0.062
H 3.03371 0.11187 -2.88357 0.089
H 4.33207 2.88168 -1.48183 0.112
H 1.68932 4.44059 -1.55904 0.061
H 3.01951 4.75836 -0.42811 0.080
H 3.26163 5.00951 -2.14978 0.080
```

HOMO-LUMO gap (eV): 8.5
E_LUMO (eV): 0.693
Largest force on an atom (Eh/bohr): 0.0244
HOMO energy (eV): -7.8

---

ORCA calculation (the ωB97M-V functional and the def2-TZVPD basis) on a gas-phase ion, C6H12NO (charge +1) at a distorted geometry.

Geometry as XYZ:
```
20
Properties=species:S:1:pos:R:3:mulliken_spin:R:1
C -0.82386 -0.81152 1.07808 0.076
C -0.45426 0.15500 1.93237 0.157
C 0.01445 -1.15010 -0.11567 0.021
C 0.64365 1.20209 1.87447 -0.006
C -1.63045 -0.45680 -1.74823 0.872
C 0.68965 0.21112 -1.94139 -0.009
N -0.42891 -0.42610 -1.31931 0.637
O 1.31856 1.25933 0.60068 0.017
H -1.61180 -1.51995 1.25591 0.000
H -1.00509 0.13449 2.86791 0.008
H 0.94928 -0.83957 0.05276 0.024
H -0.00463 -2.25209 -0.14737 0.025
H 0.05413 2.17486 1.96389 0.019
H 1.26114 1.08755 2.69374 0.005
H -2.02086 -0.28110 -2.77512 0.010
H -2.32713 -1.02035 -1.01035 0.024
H 1.58805 -0.41009 -1.81708 0.018
H 0.61609 0.46981 -3.00705 0.023
H 0.86530 1.06467 -1.22640 0.079
H 2.30668 1.40876 0.78816 -0.002
```

HOMO-LUMO gap (alpha / beta) (eV): 8.3 / 5.5
E_LUMO (alpha / beta) (eV): -2.930 / -8.558
Multiplicity: 3
Relative energy (zero: lowest compared OMol25 entry of this formula, charge and spin) (kcal per mole): 38.8
⟨S²⟩: 2.0089
Largest force on an atom (Eh/bohr): 0.2149
HOMO energy (alpha / beta) (eV): -11.2 / -14.1
Charge: +1

---

ORCA calculation (the ωB97M-V functional and the def2-TZVPD basis) on a molecular structure, Ba5O12P3Pb at a distorted geometry.

Geometry as XYZ:
```
21
Properties=species:S:1:pos:R:3:lowdin_charge:R:1
Pb 3.83376 9.26480 9.25966 1.466
Ba 5.54601 12.42232 9.51709 1.980
Ba 5.14029 6.25586 11.90678 2.054
Ba 6.28116 11.30473 3.12435 1.963
Ba 7.84642 8.65054 9.00371 2.035
Ba 5.75792 7.12520 5.66413 2.054
P 5.52826 6.34797 8.80346 -0.080
O 6.67095 6.67024 9.76886 -0.811
O 4.23874 5.84251 9.43204 -0.487
O 6.21248 5.66727 7.55869 -0.641
O 5.20783 7.85702 8.13113 -0.859
P 5.80131 10.29660 6.32294 -0.134
O 4.93158 10.67290 7.62140 -0.731
O 5.09620 9.32307 5.28920 -0.789
O 7.07174 9.61413 6.77913 -0.667
O 6.19461 11.59295 5.63653 -0.629
P 5.21961 9.94948 11.59078 -0.134
O 4.11740 10.90522 10.97332 -0.700
O 4.71831 8.56138 11.20128 -0.785
O 5.48053 10.19944 13.05331 -0.286
O 6.41773 10.11741 10.56210 -0.820
```

HOMO-LUMO gap (eV): 7.1
E_LUMO (eV): -9.113
Largest force on an atom (Eh/bohr): 0.0906
HOMO energy (eV): -16.2
Charge: +3

---

ORCA calculation (the ωB97M-V functional and the def2-TZVPD basis) on C4H5BrO2S in the gas phase at a distorted geometry.

Geometry as XYZ:
```
13
Properties=species:S:1:pos:R:3:lowdin_charge:R:1
C -0.84588 1.52449 0.31368 -0.490
C -1.22776 0.29454 0.22599 -0.705
C -0.05100 -0.80085 0.15233 -0.374
C 1.18043 0.02791 -0.17657 -0.573
O -0.12530 -1.63494 1.27740 0.009
O 1.49710 -0.16412 -1.51983 -0.017
S 0.89503 1.79005 0.37212 0.953
Br -3.03110 -0.13151 -0.20164 0.730
H -1.47344 2.39355 0.22544 0.070
H -0.31105 -1.39101 -0.66268 0.115
H 1.94665 -0.28343 0.50767 0.103
H 0.77511 -1.90516 1.43114 0.089
H 0.77120 0.28046 -1.94506 0.090
```

HOMO-LUMO gap (eV): 9.4
E_LUMO (eV): 0.624
Relative energy (zero: lowest compared OMol25 entry of this formula, charge and spin) (kcal per mole): 12.3
Largest force on an atom (Eh/bohr): 0.0844
HOMO energy (eV): -8.8

---

ORCA calculation (the ωB97M-V functional and the def2-TZVPD basis) on C5H9ClN2 in the gas phase at a distorted geometry.

Geometry as XYZ:
```
17
Properties=species:S:1:pos:R:3:lowdin_charge:R:1
C 0.27302 0.62975 -0.55696 -0.420
C 0.10151 -0.69097 -1.28153 -0.176
C -0.42241 -0.85382 1.11266 -0.240
C -0.95502 0.42134 0.51190 -0.610
C -0.52816 1.76074 -0.05216 -0.082
H 1.67796 1.23056 0.78908 0.054
H 1.95514 -0.26205 0.23535 0.080
H 1.00433 -0.93633 -1.85811 0.115
H -0.77809 -0.73181 -1.93653 0.083
H 0.68049 -2.30237 0.03005 0.102
H -1.17559 -1.38352 1.68625 0.094
H 0.46781 -0.68259 1.76018 0.110
H -1.29167 2.24236 -0.65779 0.095
H 0.04355 2.49455 0.54293 0.116
N 1.59787 0.65579 0.00664 0.091
N -0.08406 -1.63427 -0.12570 -0.067
Cl -2.56667 0.04265 -0.20625 0.655
```

HOMO-LUMO gap (eV): 8.8
E_LUMO (eV): 0.832
Relative energy (zero: lowest compared OMol25 entry of this formula, charge and spin) (kcal per mole): 81.5
Largest force on an atom (Eh/bohr): 0.0355
HOMO energy (eV): -8.0

---

ORCA calculation (the ωB97M-V functional and the def2-TZVPD basis) on 2 unconnected molecules or ions with the total composition CH2BrNO3 at a distorted geometry.

Geometry as XYZ:
```
8
Properties=species:S:1:pos:R:3:lowdin_charge:R:1
C 0.72886 0.26000 -1.17672 -0.145
N 0.50505 1.69942 -0.51118 -0.358
O 0.32119 1.66430 0.69847 0.051
O 0.42148 2.69161 -1.20799 0.088
O 0.54841 0.03621 -2.29061 0.193
Br -2.34747 -2.67936 2.51918 0.315
H 0.97624 -0.35314 -0.20511 0.172
H -1.15376 -3.31904 2.17395 -0.316
```

HOMO-LUMO gap (eV): 10.1
E_LUMO (eV): -1.102
Relative energy (zero: lowest compared OMol25 entry of this formula, charge and spin) (kcal per mole): 14.6
Largest force on an atom (Eh/bohr): 0.0746
HOMO energy (eV): -11.2

---

ORCA calculation (the ωB97M-V functional and the def2-TZVPD basis) on a molecular structure, C33H29BMnN4O6S.

Geometry as XYZ:
```
75
Properties=species:S:1:pos:R:3:mulliken_spin:R:1
Mn -0.82414 -0.00519 -0.08687 4.200
O 1.38749 0.06888 1.21128 0.016
C 1.24756 0.92184 2.33325 -0.004
C -0.11738 1.65627 2.26819 -0.009
O -0.40486 2.44276 3.15753 0.009
O -0.89935 1.36003 1.28813 0.003
C 1.39787 0.08033 3.60383 -0.004
C 2.50044 -0.77065 3.67666 0.002
C 2.69410 -1.59446 4.77265 0.000
C 1.78554 -1.57418 5.82420 0.000
C 0.69321 -0.72488 5.76232 0.000
C 0.49743 0.10188 4.66146 0.001
C 2.37560 1.95764 2.25845 0.002
C 3.27497 1.93652 1.20142 0.000
C 4.31208 2.86130 1.14394 0.000
C 4.46184 3.80839 2.14327 0.000
C 3.56355 3.82913 3.20370 0.000
C 2.52712 2.91330 3.26152 0.000
H 1.16336 -0.83653 1.46466 0.005
H 3.21674 -0.77764 2.86314 -0.001
H 3.55699 -2.24792 4.81007 0.000
H 1.93176 -2.21645 6.68378 0.000
H -0.02160 -0.70340 6.57555 0.000
H -0.35271 0.76786 4.62416 0.000
H 3.15188 1.20189 0.41752 0.000
H 5.00019 2.83815 0.30795 0.000
H 5.26992 4.52823 2.09726 0.000
H 3.66786 4.56585 3.99096 0.000
H 1.81857 2.93366 4.07714 0.000
S 1.31263 -0.44946 -1.82436 0.039
C 0.03658 -1.44977 -2.35465 0.006
C 0.10606 -2.37369 -3.42588 -0.005
C -0.99472 -3.10542 -3.77551 0.001
C -2.20252 -2.93994 -3.08226 -0.004
C -2.21851 -2.03695 -2.04875 0.007
N -1.13367 -1.33454 -1.69075 -0.034
H 1.04373 -2.47274 -3.95472 -0.002
H -0.92950 -3.80816 -4.59835 -0.001
H -3.09440 -3.49053 -3.34260 0.000
H -3.11315 -1.83423 -1.47673 -0.001
C -3.94976 5.33177 -6.44731 0.000
C -2.56571 4.66914 -6.44921 0.000
C -2.59106 3.51766 -7.45336 0.000
C -1.52018 5.68842 -6.91798 0.000
C -2.22741 4.19144 -5.03355 -0.001
C -2.15117 5.13253 -4.00040 0.000
C -1.85522 4.78449 -2.68406 0.004
C -1.63628 3.44959 -2.43591 -0.013
O -1.33425 2.83251 -1.24665 0.055
B -1.20504 1.48174 -1.55939 -0.389
O -1.44748 1.26720 -2.92042 0.054
C -1.70539 2.50918 -3.44051 -0.001
C -1.99572 2.84294 -4.74538 0.005
H -4.20656 5.68212 -7.45076 0.000
H -3.98399 6.18843 -5.77368 0.000
H -4.71707 4.62575 -6.12418 0.000
H -2.82698 3.90509 -8.44681 0.000
H -3.34887 2.77499 -7.19742 0.000
H -1.62598 3.01127 -7.51293 0.000
H -1.74424 6.01880 -7.93575 0.000
H -0.51982 5.25167 -6.91133 0.000
H -1.49946 6.56996 -6.27656 0.000
H -2.32926 6.17681 -4.22448 0.000
H -1.79899 5.52102 -1.89495 0.000
H -2.03584 2.07315 -5.50142 0.000
N -0.72338 -3.66905 2.29012 0.004
C -1.25654 -2.58328 1.68455 -0.019
O -0.47573 -1.73144 1.17651 0.029
C -2.66865 -2.42181 1.65988 0.029
C -3.09817 -1.24304 1.02930 -0.009
N -3.23531 -0.25954 0.43218 0.022
C -3.53347 -3.40066 2.19252 0.004
N -4.20877 -4.24467 2.60105 0.001
H 0.26328 -3.81579 2.17510 -0.001
H -1.30569 -4.42479 2.60441 -0.001
```

HOMO-LUMO gap (alpha / beta) (eV): 7.4 / 7.4
E_LUMO (alpha / beta) (eV): 2.330 / 2.331
Multiplicity: 5
Relative energy (zero: lowest compared OMol25 entry of this formula, charge and spin) (kcal per mole): 11.4
⟨S²⟩: 6.2080
Largest force on an atom (Eh/bohr): 0.0131
HOMO energy (alpha / beta) (eV): -5.1 / -5.0
Charge: -1

---

The lowest largest force on an atom belongs to which entry? C33H29BMnN4O6S

---

Among the records above, which one has the highest largest force on an atom? C6H12NO

---

What is the formula in the eighth record? C33H29BMnN4O6S

---

What did the seventh record say?
ORCA calculation (the ωB97M-V functional and the def2-TZVPD basis) on 2 unconnected molecules or ions with the total composition CH2BrNO3 at a distorted geometry.

Geometry as XYZ:
```
8
Properties=species:S:1:pos:R:3:lowdin_charge:R:1
C 0.72886 0.26000 -1.17672 -0.145
N 0.50505 1.69942 -0.51118 -0.358
O 0.32119 1.66430 0.69847 0.051
O 0.42148 2.69161 -1.20799 0.088
O 0.54841 0.03621 -2.29061 0.193
Br -2.34747 -2.67936 2.51918 0.315
H 0.97624 -0.35314 -0.20511 0.172
H -1.15376 -3.31904 2.17395 -0.316
```

HOMO-LUMO gap (eV): 10.1
E_LUMO (eV): -1.102
Relative energy (zero: lowest compared OMol25 entry of this formula, charge and spin) (kcal per mole): 14.6
Largest force on an atom (Eh/bohr): 0.0746
HOMO energy (eV): -11.2